(1)
ORCA calculation (ωB97M-V with the def2-TZVPD basis set) on 8 unconnected molecules or ions with the total composition C15H29Br14Cl3 at a distorted geometry.

```
61
Properties=species:S:1:pos:R:3:forces:R:3:mulliken_charge:R:1
Cl -0.16845 2.00875 -0.40832 0.05 0.23 -0.05 -0.10
C -0.28040 0.32540 0.02829 0.11 -0.48 0.03 0.70
Cl -1.67411 0.07870 1.12712 0.73 -0.25 -0.56 -0.09
Cl 1.24833 -0.28043 0.73200 -0.36 0.20 0.07 -0.08
H -0.36256 -0.23725 -0.90165 -0.59 0.03 0.33 -0.53
Br -0.16920 5.71458 2.58644 -0.32 -1.45 0.01 -0.17
C -0.67778 3.78408 2.71111 -0.58 -0.95 1.74 -0.08
C -0.39679 3.23978 4.18022 0.38 2.12 -1.61 -0.58
Br -1.09634 1.45384 4.36598 0.31 0.32 0.16 -0.16
H -0.15871 3.09562 2.04424 0.51 0.79 -0.24 0.06
H -1.73191 3.63353 2.47814 0.01 0.67 0.01 0.09
H -0.77495 3.90175 4.95926 -0.53 -0.30 -0.16 0.45
H 0.68347 3.37355 4.23719 0.09 -1.06 0.46 0.29
Br 1.01494 -4.38866 2.54869 0.63 -0.06 -0.92 -0.15
C 2.18656 -4.56239 0.91786 -0.54 1.07 0.32 -0.39
C 3.33903 -3.58425 1.11276 0.39 -0.63 0.51 -0.27
Br 4.64781 -3.79006 -0.35366 -0.52 0.21 0.37 -0.16
H 1.64526 -4.12606 0.07839 -0.46 -0.50 0.09 0.21
H 2.34612 -5.62927 0.76163 0.45 0.35 0.19 0.42
H 3.90498 -3.71338 2.03532 -0.04 -0.33 -0.15 0.39
H 2.94160 -2.57000 1.15084 0.15 -0.07 -0.46 -0.05
Br -3.78954 3.02373 0.66150 -0.78 -0.59 -0.81 -0.14
C -4.64544 1.63291 -0.51995 0.12 -0.30 0.65 -0.38
C -6.17902 1.70691 -0.53911 0.49 0.73 0.37 -0.54
Br -6.84058 0.04606 -1.34849 0.05 0.62 0.22 -0.19
H -4.34900 0.68020 -0.08114 -0.07 0.19 0.30 0.11
H -4.10879 1.63006 -1.46869 -0.47 0.57 -0.08 0.40
H -6.61326 2.59146 -1.00507 0.33 -0.31 -0.83 0.41
H -6.58370 1.83895 0.46434 0.23 -0.81 0.18 0.37
Br -2.79470 -1.11401 -2.12332 -0.22 -0.47 0.32 -0.15
C -3.11490 -2.59882 -0.88837 0.93 -0.96 0.94 -0.58
C -1.79270 -3.41108 -0.67748 -0.77 0.22 -0.57 -0.28
Br -2.08530 -4.97718 0.50650 -0.08 0.75 -0.63 -0.17
H -3.92238 -3.22359 -1.27012 0.27 0.12 -0.28 0.51
H -3.43146 -2.24280 0.09201 -0.01 0.47 -0.25 0.33
H -0.99224 -2.82167 -0.23032 -0.26 0.04 0.18 -0.01
H -1.43525 -3.77585 -1.64044 -0.05 -0.21 0.17 0.42
Br 2.52246 1.26559 3.88177 0.23 -1.12 -0.10 -0.12
C 2.29167 -0.70349 4.09328 0.07 -0.15 1.14 -0.49
C 2.23981 -1.00627 5.58622 -0.24 0.31 0.28 -0.66
Br 1.92240 -2.92709 5.85082 0.05 0.40 -0.01 -0.19
H 3.14590 -1.27724 3.73384 -0.01 0.54 -0.63 0.38
H 1.36313 -1.02064 3.61861 0.17 0.32 -0.16 0.31
H 1.44419 -0.46492 6.09809 -0.08 -0.20 -0.16 0.39
H 3.16749 -0.78149 6.11251 0.00 -0.06 -0.29 0.40
Br 2.24091 4.75347 -0.08714 -0.39 -0.19 -0.72 -0.12
C 1.94667 4.08796 -1.93169 1.46 0.33 -0.57 -0.61
C 3.03123 4.79074 -2.82928 -1.36 -0.34 0.34 -0.69
Br 3.03313 3.87745 -4.63765 0.23 0.65 1.30 -0.20
H 0.93092 4.26149 -2.28697 0.13 0.35 0.29 0.44
H 2.09697 3.00913 -1.89099 0.18 0.20 0.05 0.39
H 3.99432 4.84130 -2.32136 0.14 -0.78 -0.50 0.42
H 2.77808 5.83758 -2.99701 -0.28 -0.21 -0.28 0.40
Br 1.36995 -2.23295 -8.13139 -0.11 0.12 0.88 -0.15
C 1.24465 -2.55447 -6.19940 -0.76 -0.19 1.61 -0.57
C 0.75146 -1.30226 -5.37832 0.97 0.17 -1.46 -0.61
Br 0.69011 -1.37472 -3.40595 0.20 -0.51 -0.86 -0.11
H 2.19486 -2.94991 -5.84047 0.17 0.53 -0.21 0.38
H 0.55679 -3.38346 -6.03293 -0.20 0.13 -0.39 0.36
H -0.21562 -0.94771 -5.73490 -0.02 -0.31 0.24 0.38
H 1.46985 -0.51120 -5.59337 -0.11 0.07 0.22 0.35
```
Forces are in eV/Å.

Summary:
max |F| = 2.69 eV/Å
gap between HOMO and LUMO = 0.369 hartree
energy relative to the best compared isomer or geometry (same formula, charge and spin) = 115.6 kJ/mol

(2)
ORCA calculation (ωB97M-V with the def2-TZVPD basis set) on 2 unconnected molecules or ions with the total composition C15H29F3N4O3 at a distorted geometry.

```
54
Properties=species:S:1:pos:R:3:forces:R:3:mulliken_charge:R:1
C 5.09188 -2.07981 1.85826 0.19 0.45 0.78 -0.86
C 3.71474 -1.24394 1.43292 -1.38 -1.12 -5.42 0.45
O 3.34128 -1.40416 0.13267 1.82 1.38 8.16 -0.52
N 2.90425 -0.40752 2.42561 3.42 -0.33 -1.88 -0.41
C 2.38268 0.86673 1.78400 -0.54 0.86 -0.80 -0.55
C 0.86136 0.68210 1.11830 1.06 0.64 -0.45 0.16
C -0.32760 1.38199 2.00220 0.05 -0.04 0.28 -0.76
C -1.51766 0.37053 2.49869 -0.66 0.70 0.94 -0.73
C -2.56287 -0.10305 1.32491 0.15 -0.11 0.49 0.35
C -4.09149 -0.42639 1.90406 0.25 1.21 -1.68 -1.11
N -4.16153 -1.68542 2.73970 4.61 -1.97 -1.18 -0.26
C -3.43032 -2.84334 2.08752 -0.19 1.14 -0.76 0.31
N -3.17213 -4.03674 2.74717 -0.21 2.75 0.28 -0.30
N -2.92206 -2.65863 0.67317 -1.83 -0.49 1.75 -0.41
C -1.99515 -1.46613 0.56336 1.24 2.23 0.68 0.18
C -1.66547 -1.02036 -0.98762 -0.03 -0.30 0.16 -1.20
H 5.41689 -1.87850 2.98078 -0.84 -0.39 -2.29 0.28
H 4.95294 -3.23522 1.72414 -0.05 2.36 0.17 0.25
H 6.01887 -1.76687 1.18454 -2.35 -0.44 1.24 0.26
H 3.61372 -0.08012 3.13993 -1.11 -0.85 -0.86 0.33
H 2.38255 1.69519 2.63059 -0.15 -1.73 -1.78 0.41
H 3.14587 1.19901 0.94620 -1.75 -0.56 1.61 0.27
H 0.91281 1.23330 0.06920 -0.19 -1.23 2.16 0.01
H 0.72274 -0.45994 0.90613 0.18 2.18 0.55 -0.02
H -0.80013 2.24241 1.36528 0.79 -1.63 1.24 0.34
H 0.13284 1.89298 2.97767 -0.98 -1.19 -2.12 0.34
H -2.16521 0.97978 3.29553 1.34 -1.17 -1.63 0.27
H -1.05856 -0.53503 3.11482 -0.87 1.65 -1.46 0.24
H -2.65466 0.78748 0.55338 0.09 -1.89 1.58 0.55
H -4.51708 0.45729 2.54460 0.91 -1.82 -1.15 0.42
H -4.77911 -0.52952 0.95176 1.22 0.00 2.08 0.30
H -3.60499 -1.45930 3.61489 -1.35 -0.55 -0.66 0.39
H -3.17234 -4.98102 2.30145 0.58 1.58 0.13 0.29
H -2.88960 -3.95274 3.76784 -1.20 -0.46 -1.72 0.28
H -3.68622 -2.64664 -0.03744 0.72 0.09 0.82 0.36
H -1.00484 -1.76529 1.15891 -2.14 0.48 -1.56 0.23
H -0.62876 -0.43774 -1.03995 -2.32 -1.37 0.25 0.12
H -2.49774 -0.26692 -1.36619 1.70 -1.80 0.67 0.32
H -1.60321 -1.98175 -1.65233 -0.09 1.95 1.11 0.38
C 2.13590 0.78423 -3.66423 -0.18 -0.40 0.26 -0.65
C 2.42331 2.25936 -3.46478 0.11 0.38 -0.44 -0.23
O 1.73736 3.10144 -4.38469 0.32 -0.99 -0.54 -0.35
C 0.33499 3.41166 -4.15089 0.01 0.95 2.43 0.03
O 0.15294 3.86733 -2.91476 -0.65 -0.79 -1.06 -0.88
C -0.64859 2.23917 -4.54587 0.78 0.26 -0.32 0.64
F -0.20560 1.58750 -5.66098 -0.33 -0.11 0.20 -0.29
F -1.88566 2.71265 -4.87235 0.47 -0.18 0.32 -0.30
F -0.83382 1.29240 -3.59474 -0.32 0.09 -0.10 -0.18
H 2.09178 0.52739 -4.72678 0.07 0.09 0.12 0.29
H 2.90939 0.17689 -3.18298 0.05 0.04 -0.04 0.39
H 1.18580 0.50183 -3.20922 0.06 -0.02 -0.10 -0.15
H 3.48894 2.41384 -3.67200 -0.10 0.17 -0.10 0.30
H 2.27507 2.56224 -2.42320 -0.34 0.09 -0.07 0.21
H 0.15154 4.12540 -4.96919 -0.03 0.23 -0.27 0.18
```
Forces are in eV/Å.

Summary:
max |F| = 8.47 eV/Å
gap between HOMO and LUMO = 0.080 hartree